Record 1
Density functional theory data (the ωB97M-V functional and the def2-TZVPD basis) for C41H44BF2LaN2O5P2S2 as an isolated structure in a non-equilibrium geometry.

Element x y z (Å)
1 C -2.0925 -4.6032 -0.9143
2 C 0.3446 5.5150 1.5280
3 H 3.8212 -1.7143 3.1664
4 C 3.4539 -3.7724 -4.8757
5 H 2.9278 2.1395 2.8745
6 C 0.9679 -1.9485 0.0217
7 H -4.3115 0.6709 -2.8609
8 H -2.1263 3.2211 2.5493
9 C 3.8252 4.0238 3.3788
10 H -2.0677 -0.3209 -3.7744
11 H 2.3770 6.9599 2.5899
12 F 3.0263 1.7734 -0.2370
13 C 0.7043 -1.4546 4.4208
14 H 0.0552 -1.8383 5.1918
15 C 2.3676 -4.3168 0.1493
16 C 2.8399 3.2168 2.8357
17 O -1.6469 0.1984 2.2491
18 H -1.7577 4.6928 4.2057
19 H -2.0238 -5.2759 -0.0722
20 C 2.0084 -1.9016 4.3096
21 C -5.5943 -0.7168 0.5011
22 H -1.8159 -0.6988 4.1135
23 H 2.8303 -0.0288 1.6296
24 C -2.3208 -2.8695 -3.0572
25 C 2.6621 -3.3984 -0.8435
26 H 0.5205 6.4864 1.0641
27 S -2.8884 2.9457 -0.1373
28 C 0.6071 -0.9432 -3.0883
29 C 2.7164 -3.0588 -3.9500
30 C -3.7766 -0.3306 -1.0378
31 H 2.9291 -5.2388 0.2035
32 C -1.6331 0.2485 -2.9510
33 H -0.0177 4.3399 4.0797
34 H -0.0179 -1.6814 -2.5805
35 H -7.5293 -0.0922 -0.1610
36 P -1.9741 -0.5519 -1.2975
37 H 1.7459 -3.4206 -3.6383
38 C 0.6738 -2.8672 1.0114
39 C -2.3465 -4.2376 -3.2627
40 H -2.4726 -4.6253 -4.2642
41 H 3.0523 -4.6841 -5.2945
42 H -1.1730 0.9741 4.1221
43 N 1.7541 3.6852 2.2326
44 H 5.2845 -3.8881 -5.9778
45 H 3.4565 -3.6133 -1.5427
46 H 0.7901 -1.2984 -4.1044
47 C 1.3632 -4.0667 1.0696
48 O -3.8800 3.3744 -1.0802
49 C -1.1785 0.0162 3.5740
50 H -2.0942 1.2374 -2.9178
51 B 1.7813 2.2900 -0.4113
52 H -0.6394 6.5526 3.1574
53 H -2.4534 -2.2256 -3.9132
54 C -2.1383 -2.3457 -1.7819
55 La -0.3159 1.8392 0.6933
56 H -1.7281 5.7673 1.9850
57 C 1.5984 5.0089 2.1601
58 H 0.2403 1.0583 -2.3212
59 P 2.2596 -0.8909 -2.1857
60 H 6.2014 -1.8083 -5.0074
61 H 1.1335 -4.7932 1.8350
62 C -6.4771 -0.1462 -0.4013
63 H -3.5550 -1.2211 0.8946
64 H 0.0919 0.9154 -4.0722
65 C -2.2179 -5.1085 -2.1967
66 C -4.6611 0.2663 -1.9242
67 C 4.7081 -3.3224 -5.2602
68 H 2.3931 -2.6421 4.9946
69 C 3.2224 -1.8828 -3.4029
70 H -5.9495 -1.0854 1.4526
71 H 4.8736 -0.5338 -3.3537
72 C -6.0045 0.3602 -1.5997
73 H 4.4195 6.0683 3.6915
74 C 5.2231 -2.1607 -4.7136
75 C -4.2526 -0.7951 0.1853
76 C 0.2358 -0.5062 3.5158
77 H 0.4331 -1.0005 -0.0075
78 C -0.9414 4.4707 3.5050
79 C 3.6736 5.3997 3.2898
80 C -0.8002 5.6593 2.5481
81 C -2.0499 -3.2369 -0.7180
82 C -0.1215 0.4050 -3.1291
83 O -1.1858 3.2199 2.8811
84 N 1.0026 -0.0056 2.5483
85 H 0.0293 4.8158 0.7497
86 H -2.5218 0.6862 2.2635
87 H -2.2209 -6.1746 -2.3656
88 C 4.4833 -1.4437 -3.7863
89 F 1.9657 3.4078 -1.1592
90 O -2.0005 1.8369 -0.6676
91 H -1.9523 -2.8363 0.2804
92 H 4.6935 3.5896 3.8470
93 C 2.2505 -0.4477 2.4399
94 H -0.0853 -2.6301 1.7433
95 S -3.6973 2.2706 1.5516
96 O -1.8979 3.9674 0.2743
97 C 1.9389 -2.2138 -0.9390
98 C 2.8015 -1.3895 3.2942
99 H -6.6872 0.8332 -2.2917
100 C 2.5398 5.8966 2.6768

Cartesian forces (eV/Å) of the 6 atoms listed first:
C -0.0365 -0.1444 0.0310
C -0.2286 -0.1502 0.0722
H 0.0897 -0.0158 -0.0869
C -0.0978 -0.0867 0.0067
H 0.0706 -0.0606 0.0097
C 0.1445 0.0246 -0.0251

Properties
Kohn-Sham gap in eV: 8.052
Total charge: 0
Highest occupied orbital energy in eV: -7.93
LUMO in eV: 0.12
Energy above the lowest of the compared OMol25 structures with the same formula, charge and spin in eV: 0.0000

Löwdin atomic charge list, values in e, 6 entries:
1 C -0.077
2 C -0.131
3 H 0.112
4 C -0.080
5 H 0.093
6 C -0.152



Record 2
Density functional theory data (the ωB97M-V functional and the def2-TZVPD basis) for C41H44BaF3N7O2S2Sb as an isolated structure in a non-equilibrium geometry.

Element x y z (Å)
1 Sb 0.2539 -2.2557 2.1601
2 H 3.5315 1.8432 -0.8595
3 H 1.4529 -4.5186 1.2263
4 H 3.9311 -4.5741 -1.0237
5 C 1.7786 2.7479 2.8502
6 C -0.3279 1.2664 -5.3506
7 H -1.0888 2.9664 -0.6863
8 H -4.5637 -2.4994 -2.3848
9 C -4.9622 2.4225 2.7237
10 H -5.2436 -3.8790 -5.0915
11 C -0.2240 4.8062 1.0743
12 C 3.8188 -1.9579 1.1144
13 H -0.0698 -0.4917 -6.5596
14 H -5.0425 -5.5226 -4.4873
15 H 2.0261 -4.2116 2.8791
16 C 4.1138 -3.9944 -0.1283
17 H 5.6078 -4.2131 2.9025
18 C 0.0062 -0.9273 -4.4660
19 C -0.0390 -0.3715 -3.1717
20 H 4.6920 -1.9068 3.0636
21 N 3.2628 -0.6742 1.1832
22 H 0.8722 4.8300 0.9627
23 C -1.3240 -4.3035 -3.4497
24 H -0.6210 2.7566 -3.8318
25 N 3.9653 0.1530 1.7778
26 C -4.7726 0.5762 4.3560
27 C -2.5459 -4.7073 -3.9648
28 C -0.4237 1.7114 -4.0446
29 N -0.2958 0.9276 -2.9823
30 C -2.9514 -0.9252 4.2595
31 H -1.6355 -3.6838 0.9130
32 H -2.4060 -1.7821 4.6408
33 H -0.3978 -4.7835 -3.7407
34 H 0.4074 -4.8989 2.6163
35 C 2.6552 4.4674 -2.7868
36 H -2.4486 -2.3276 1.7380
37 N 2.1744 1.5445 2.4515
38 Ba 0.4450 -0.0698 0.0374
39 C 0.7502 3.6471 -1.5230
40 H -0.5293 5.6052 1.7565
41 H -1.2337 6.4019 -1.6757
42 H 5.2332 -5.5418 0.8545
43 H 3.0328 -2.3000 -0.8587
44 H 3.0753 5.1606 -3.5078
45 F -6.0840 2.6779 3.4632
46 H -4.5122 -1.0745 5.7288
47 H 1.3609 -2.1986 4.6211
48 C 0.3108 -2.1496 4.3242
49 C 4.3258 2.4898 1.9650
50 H -0.4116 1.9591 -6.1765
51 H -0.2148 -2.9889 4.7828
52 C 3.8808 3.7380 2.3380
53 C 4.5535 -2.5033 2.1716
54 F -5.3949 2.3059 1.4574
55 C -4.1246 -0.5346 4.8762
56 H -0.5073 3.8456 1.5015
57 S -2.4220 1.4468 1.2254
58 H -0.1008 -1.2083 4.6799
59 H -1.9619 -3.7662 2.6575
60 C -3.7249 -4.0670 -3.5936
61 C 5.0543 -3.7874 2.0751
62 H -1.2967 4.1211 -2.0200
63 C 3.4457 3.5033 -2.1839
64 C 4.8412 -4.5351 0.9230
65 C -2.4434 -2.6043 -2.1642
66 C -5.0427 -4.4725 -4.1965
67 H 0.1779 -1.9866 -4.5879
68 C -0.1278 -0.0932 -5.5538
69 C -1.2792 -3.2537 -2.5497
70 F -4.2189 3.5423 2.8024
71 C 2.5859 3.8716 2.8208
72 C 3.5970 -2.7160 -0.0339
73 O 1.3328 -3.2146 -2.7295
74 C 2.8713 2.6002 -1.2890
75 C 3.4384 1.4117 2.0424
76 C 1.1551 -4.2084 2.2242
77 H -2.3931 -1.7752 -1.4677
78 H 0.7547 2.8051 3.2027
79 H 4.5047 3.4431 -2.4259
80 C -4.2528 1.2102 3.2484
81 O 0.3349 -2.9467 -0.5145
82 N 0.1537 -1.0693 -2.0049
83 H -5.6825 0.9427 4.8122
84 C -0.6991 3.8834 -1.1316
85 H 0.6831 5.2906 -2.9178
86 H 5.3241 2.3201 1.5859
87 C 1.3099 4.5344 -2.4484
88 H 0.3716 6.5319 -0.9170
89 C -1.6941 -3.1036 1.8329
90 H 4.5375 4.5952 2.2690
91 H -2.5849 -5.5277 -4.6721
92 H -1.0849 7.0401 -0.0323
93 C -3.0510 0.7235 2.6348
94 H 2.2120 4.8290 3.1541
95 H -5.8597 -4.3026 -3.4960
96 C -3.6586 -3.0143 -2.6840
97 C 1.5102 2.6104 -0.9468
98 N -2.4134 -0.3300 3.2022
99 C -0.6908 6.2981 -0.7332
100 N -0.9129 4.9814 -0.1861
101 S 0.2783 -2.6331 -1.9327

Cartesian forces (eV/Å) of the 6 atoms listed first:
Sb -0.3167 -1.7444 2.3221
H 0.0310 -0.0248 -0.0305
H -0.0108 -0.0291 -0.0337
H -0.0052 0.0256 -0.0101
C -0.2612 -0.0287 0.0093
C -0.0053 -0.0933 -0.0371

Properties
Kohn-Sham gap in eV: 5.224
Total charge: -1
Highest occupied orbital energy in eV: -3.90
LUMO in eV: 1.32
Energy above the lowest of the compared OMol25 structures with the same formula, charge and spin in eV: 3.5116

Löwdin atomic charge list, values in e, 6 entries:
1 Sb 1.182
2 H 0.051
3 H -0.010
4 H 0.111
5 C -0.139
6 C -0.077



Record 3
Density functional theory data (the ωB97M-V functional and the def2-TZVPD basis) for C41H45MoN4OSSi as an isolated structure in a non-equilibrium geometry.

Element x y z (Å)
1 C -0.4914 5.3986 -1.7704
2 C 1.8669 0.5334 0.6922
3 C 0.8435 -2.3276 -2.5607
4 C -0.0454 0.4215 5.1230
5 H 1.0068 -4.2650 -5.3202
6 H -1.4383 -0.9635 5.9774
7 C -1.8939 0.4867 -3.4295
8 C -3.9024 0.6944 -5.3493
9 C 3.4647 0.5861 -1.2147
10 C 0.6291 -3.8493 -4.3990
11 C -0.8738 3.5162 -0.2918
12 C 2.5496 -3.3597 1.8017
13 H -5.0329 -1.7479 -2.2588
14 C -5.0058 -1.3856 -0.1489
15 H 4.9371 0.5175 -2.7664
16 C 0.7073 -4.4777 2.8428
17 S -0.8933 0.3069 2.3639
18 H -0.0758 0.9894 -2.7133
19 H 3.6099 -3.1634 1.7237
20 H -0.5067 6.4846 -1.8237
21 H -2.3557 1.3855 -6.6680
22 C 5.6134 0.5406 0.5438
23 H -2.3253 6.5180 -0.0369
24 H -3.0100 5.0522 -0.7478
25 H 4.0528 -0.7451 5.0526
26 H 2.4747 -1.4937 5.3032
27 H -2.6013 5.0914 0.9697
28 C -0.8758 4.9585 -0.3513
29 H -0.4307 -0.6064 -2.6128
30 H 0.1162 6.5853 0.6491
31 C 4.7565 0.5328 -1.7022
32 H 4.1329 0.6126 2.0985
33 H 0.2084 -1.5781 5.9602
34 H 6.8383 0.4329 -1.2047
35 H 0.3234 -5.1693 3.5785
36 H -5.2183 0.0162 -3.8065
37 C 1.3221 -2.8387 -3.7558
38 C -2.2981 5.4316 -0.0178
39 N 1.7996 0.5296 2.0165
40 O 0.8832 0.4469 -0.1168
41 H -0.1153 5.1660 1.6763
42 C -4.4964 -0.6123 0.8765
43 H -0.8919 1.0097 4.7539
44 C 4.3258 0.5906 1.0381
45 N -0.9250 2.3623 -0.2458
46 H 6.4514 0.5327 1.2252
47 H -2.1843 -2.9521 -0.0454
48 C 0.7809 0.4568 2.8325
49 C 0.3056 -2.9981 0.9746
50 H -5.7678 -2.1207 0.0578
51 H 2.7435 -4.6792 3.4773
52 H 2.9608 1.2199 3.9662
53 H -1.0861 -5.1264 -4.3428
54 H -1.2248 -4.0651 2.0259
55 C -0.5219 -1.0058 5.3972
56 H 0.3051 0.8773 6.0511
57 H 3.0770 -1.2527 3.6645
58 H -1.1970 5.0064 -2.5000
59 C -1.6100 0.9383 -4.7128
60 C 3.2365 0.5928 0.1629
61 H 1.1412 5.1625 0.4349
62 C 3.0423 -0.8254 4.6624
63 H -0.5977 1.2110 -4.9721
64 C -4.5923 -1.1728 -1.4578
65 C 1.6773 -2.7631 0.9097
66 H -3.2639 1.0552 1.3812
67 H 2.2440 -2.4591 -4.1745
68 H 1.4141 -1.5549 -2.0543
69 C -3.2063 0.1234 -3.1079
70 C -0.1629 -3.8646 1.9597
71 C -3.4870 0.3140 0.6108
72 H -0.7304 -1.5258 4.4666
73 C 2.0666 -4.2159 2.7770
74 N 1.0244 0.5096 4.1507
75 Mo -1.0517 0.3343 -0.0350
76 H 2.6204 0.6164 -1.8919
77 H 2.3966 0.9870 5.6284
78 C 5.8302 0.4958 -0.8257
79 Si -0.9075 -2.1907 -0.2627
80 H 2.0782 -2.1104 0.1447
81 C -4.1993 0.2450 -4.0779
82 H 0.5081 5.0546 -2.0273
83 H -4.6847 0.7812 -6.0849
84 H -4.9003 -0.6899 1.8749
85 N -0.8210 0.3321 -2.4722
86 C -3.5964 -0.2449 -1.7411
87 C -0.5460 -4.3334 -3.8471
88 H -1.9357 -4.2033 -2.2316
89 C -2.6012 1.0392 -5.6743
90 C -1.0183 -3.8166 -2.6528
91 C -0.3277 -2.8149 -1.9763
92 C 2.3967 0.5563 4.6258
93 C -2.9700 0.4307 -0.6893
94 C 0.1334 5.4986 0.6708

Cartesian forces (eV/Å) of the 6 atoms listed first:
C 0.0053 -0.1511 -0.0306
C -0.3389 -0.0953 1.6127
C 0.1122 -0.0863 0.1043
C -0.5952 -0.1622 0.3609
H 0.0288 -0.0270 -0.1113
H -0.1318 -0.0354 0.1059

Properties
Kohn-Sham gap (spin up / spin down) in eV: 6.897 / 6.646
Total charge: +1
Highest occupied orbital energy (spin up / spin down) in eV: -10.12 / -10.14
2S+1: 3
<S²>: 2.052
LUMO (spin up / spin down) in eV: -3.23 / -3.50
Energy above the lowest of the compared OMol25 structures with the same formula, charge and spin in eV: 0.0000

Löwdin atomic charge list, values in e, 6 entries:
1 C -0.026
2 C -0.393
3 C -0.153
4 C -0.247
5 H 0.105
6 H 0.080